ORCA calculation (wB97M-V/def2-TZVPD) on a molecular structure, C8H20ClNOTi2.

Electronic energy (a.u.): -2605.3639
HOMO level (alpha / beta) (Ha): -0.2606 / -0.4678
Kohn-Sham gap (alpha / beta) (Ha): 0.1228 / 0.3379
Max |F| (Eh/bohr): 0.039
Spin multiplicity: 8
Total charge: +1

CARTESIAN COORDINATES (ANGSTROEM)
Ti 2.92771 4.46759 -0.54081
Ti -1.96375 4.99759 -3.31691
Cl 0.36367 4.82063 -1.89454
C -1.19021 2.44767 0.75466
C -0.13984 1.38341 0.29521
N -0.28199 -0.07205 0.90690
C -0.04572 0.12190 2.43397
C -1.73712 -0.67390 0.70149
C -1.88033 -2.15111 1.11703
C 0.91207 -0.99855 0.38761
C 0.96337 -1.33701 -1.06001
O 1.99812 -2.29252 -1.31277
C 2.37154 -2.32994 -2.67942
H -1.07236 3.41427 0.26487
H -1.11546 2.74590 1.80041
H -2.12724 2.00250 0.42015
H 0.91435 1.62949 0.42261
H -0.15074 1.18403 -0.77634
H 0.96693 0.50871 2.54810
H -0.12255 -0.82890 2.96139
H -0.71550 0.84330 2.90202
H -1.92722 -0.53274 -0.36249
H -2.37526 -0.04059 1.31776
H -1.60851 -2.42003 2.13777
H -1.32040 -2.78440 0.42890
H -2.88898 -2.53013 0.95249
H 0.77293 -1.95044 0.90011
H 1.85979 -0.52937 0.65182
H 1.06422 -0.41373 -1.63053
H 0.06781 -1.82319 -1.44692
H 3.06091 -3.09848 -3.02904
H 2.91504 -1.41506 -2.91543
H 1.50470 -2.34483 -3.34007

Here are the Löwdin charges for atoms 1 to 6, given in e: 0.017, 0.558, -0.407, -0.052, -0.149, -0.203

***

ORCA calculation (wB97M-V/def2-TZVPD) on 3 unconnected molecules or ions with the total composition C8H20F4NO8P2.

Electronic energy (a.u.): -2055.7810
HOMO level (Ha): -0.0938
Kohn-Sham gap (Ha): 0.1613
Max |F| (Eh/bohr): 0.107
Total charge: -1

CARTESIAN COORDINATES (ANGSTROEM)
N 3.03073 -5.11558 -0.01489
C 4.51968 -5.39711 -0.16143
F 4.70165 -6.89644 -0.12639
F 5.08735 -4.95384 -1.46649
C 5.40641 -4.84415 1.14338
F 6.47501 -5.87505 1.42082
F 4.48569 -4.77991 2.30191
H 2.87049 -4.15104 0.40371
H 5.96181 -3.83561 0.92333
C -1.00067 -0.80795 3.30087
O -0.02248 -1.29537 2.40650
P 1.38961 -0.52476 2.29157
O 2.39346 -1.18668 1.40296
O 1.85651 -0.34982 3.82279
C 2.18858 -1.52288 4.53744
O 0.97141 0.96699 1.85674
C 0.75233 1.20478 0.48096
H -1.22652 -1.58986 4.03055
H -0.67136 0.08776 3.83334
H -1.90980 -0.57342 2.74044
H 2.29800 -2.38751 3.87628
H 1.39893 -1.72683 5.26500
H 3.12738 -1.35945 5.06854
H -0.19201 1.74158 0.36105
H 0.70348 0.27608 -0.09559
H 1.56471 1.82663 0.09479
C -3.85621 4.70094 -3.92398
O -3.65656 4.25027 -2.60060
P -3.14612 2.74038 -2.35418
O -2.85883 2.40186 -0.92647
O -1.88741 2.59434 -3.34796
C -0.74188 3.37084 -3.06181
O -4.28043 1.83925 -3.05461
C -5.43861 1.54998 -2.29813
H -3.20251 5.55861 -4.10262
H -3.63730 3.92923 -4.66615
H -4.89621 5.01854 -4.03856
H -0.78419 3.80863 -2.06019
H -0.66770 4.17343 -3.79994
H 0.14269 2.73674 -3.13639
H -6.32062 1.75186 -2.91101
H -5.49836 2.15413 -1.38780
H -5.43014 0.49043 -2.02781

Here are the Löwdin charges for atoms 1 to 6, given in e: -0.092, -0.459, -0.120, -0.120, -0.108, -0.113